(1)
C22H44N4O2P | the ωB97M-V functional and the def2-TZVPD basis

The frontier orbital gap is 9.238 eV. The charge is +1. The multiplicity is 1. The calculation puts the maximum force at 1.89 eV Å⁻¹. The structure (SMILES) is CCCCCCCCCCc1[nH]c(CCN(CC)C(C)=O)[n+](CCN)c1P(C)O.

Structure (XYZ):
```
73
Properties=species:S:1:pos:R:3:lowdin_charge:R:1
C 6.4983 -0.4819 2.8325 -0.106
C 5.7278 0.3414 1.7746 -0.238
C 5.2260 -0.5551 0.6140 -0.207
C 5.4858 0.0453 -0.7834 -0.200
C 4.2910 -0.2191 -1.7249 -0.201
C 4.3262 -1.6744 -2.2365 -0.189
C 3.0746 -2.4972 -1.9209 -0.196
C 1.7605 -1.7610 -2.2672 -0.180
C 1.0560 -1.2272 -0.9821 -0.175
C -0.1424 -2.1123 -0.5689 -0.110
C -1.3942 -1.3438 -0.2990 -0.194
N -1.6282 -0.0895 -0.8388 0.198
C -2.7789 0.3896 -0.4041 -0.241
C -3.2284 1.7517 -0.7895 -0.039
C -2.6089 2.7949 0.2012 -0.137
N -1.3294 3.3125 -0.2579 -0.100
C -0.1600 2.7967 0.4611 -0.209
C -0.1143 3.0665 1.9793 -0.069
C -1.3125 4.7368 -0.4149 -0.460
C -1.8885 5.2389 -1.7225 0.018
O -0.8683 5.5093 0.4089 0.122
N -3.3281 -0.5109 0.3873 0.024
C -4.6168 -0.3060 1.0415 -0.091
C -5.7367 -0.8642 0.1455 -0.256
N -6.9267 -1.2285 0.9188 0.013
C -2.4592 -1.6158 0.4638 -0.248
P -2.6565 -3.1619 1.4482 0.901
C -4.4024 -3.6819 1.3322 -0.255
O -1.8163 -4.2575 0.5644 -0.287
H 7.5661 -0.3651 2.6605 0.070
H 6.2520 -1.5359 2.7795 0.062
H 6.3040 -0.1140 3.8350 0.063
H 6.3701 1.1243 1.3949 0.094
H 4.8558 0.7484 2.2796 0.095
H 4.1638 -0.7294 0.7748 0.093
H 5.7216 -1.5205 0.6605 0.100
H 5.7354 1.1008 -0.7379 0.102
H 6.3376 -0.4770 -1.2099 0.106
H 3.3982 0.0077 -1.1446 0.083
H 4.3147 0.4904 -2.5462 0.105
H 4.4113 -1.6399 -3.3188 0.111
H 5.1762 -2.2020 -1.8191 0.105
H 3.0500 -2.7687 -0.8673 0.105
H 3.0838 -3.4291 -2.4816 0.106
H 1.9532 -0.9169 -2.9224 0.106
H 1.0523 -2.4039 -2.7817 0.100
H 1.7627 -1.1505 -0.1684 0.095
H 0.7512 -0.2053 -1.2095 0.082
H 0.1358 -2.5829 0.3675 0.111
H -0.3407 -2.8972 -1.2890 0.119
H -1.0516 0.4628 -1.4540 0.167
H -2.8425 1.9391 -1.7838 0.128
H -4.3092 1.8408 -0.8035 0.118
H -2.5560 2.3243 1.1818 0.127
H -3.3180 3.6179 0.2503 0.131
H 0.7133 3.2414 -0.0069 0.121
H -0.0394 1.7278 0.3151 0.086
H 0.8751 3.3471 2.3118 0.078
H -0.8437 3.7993 2.2926 0.071
H -0.3625 2.1475 2.5129 0.066
H -1.8508 6.3169 -1.7087 0.086
H -1.2968 4.8528 -2.5479 0.089
H -2.9165 4.8979 -1.8212 0.080
H -4.6688 -0.8150 1.9940 0.120
H -4.7836 0.7592 1.1209 0.125
H -6.0198 -0.1320 -0.6091 0.111
H -5.3636 -1.7372 -0.3938 0.096
H -6.6951 -1.5552 1.8469 0.056
H -7.4041 -1.9873 0.4518 0.079
H -4.9987 -2.9794 1.8980 0.011
H -4.7540 -3.7763 0.3098 0.049
H -4.4706 -4.6307 1.8519 0.049
H -1.1476 -4.5902 1.1726 0.054
```

=====

(2)
C3H8NO3 | the ωB97M-V functional and the def2-TZVPD basis

The frontier orbital gap is 8.434 eV. The charge is -1. The multiplicity is 1. The calculation puts the maximum force at 1.43 eV Å⁻¹.

Structure (XYZ):
```
15
Properties=species:S:1:pos:R:3:nbo_charge:R:1
C 0.6431 0.9583 -0.6916 -0.206
N 0.2681 -0.0484 0.2450 -0.712
C 0.6675 -0.0389 1.6463 0.881
O 1.0588 1.0576 2.0877 -0.783
O 0.5748 -1.1599 2.2112 -0.827
C -0.4031 1.2127 -1.8190 -0.623
H 0.9091 1.8873 -0.1960 0.220
H 1.5506 0.6396 -1.2393 0.141
H 0.3838 -1.0095 -0.0384 0.359
H -0.3634 2.2981 -1.9632 0.193
H -1.4448 1.0392 -1.5452 0.208
H -0.1508 0.6387 -2.7051 0.187
H -1.1792 -2.8389 0.6245 0.448
H -0.9711 -1.9698 1.9018 0.515
O -1.5434 -2.6661 1.4813 -1.002
```

=====

Respective energy above the lowest of the compared OMol25 structures with the same formula, charge and spin values: 0.00 9.43 kcal per mole.